[1]
C5H8 | the ωB97M-V functional and the def2-TZVPD basis

Geometry (Å):
1 C -1.17557 0.80469 -0.46958
2 C -0.84347 -0.25846 0.55280
3 C 0.31118 -1.14235 0.14651
4 C 1.25278 0.00469 -0.20508
5 C -0.15264 1.08100 0.56348
6 H -0.92036 0.67006 -1.51941
7 H -2.12816 1.31120 -0.31297
8 H -1.59740 -0.56741 1.27761
9 H 0.13567 -1.84862 -0.66927
10 H 0.69728 -1.69011 1.01086
11 H 2.22734 -0.00704 0.31082
12 H 1.37908 0.27746 -1.25372
13 H 0.92923 1.29254 0.55210

Cartesian forces, eV/Å:
-0.05 0.05 -0.20
-0.06 -0.30 0.12
-0.08 -0.30 -0.09
-0.16 -0.17 -0.22
0.83 -0.41 -0.54
-0.03 -0.07 0.14
0.21 -0.07 0.01
0.17 0.14 -0.10
-0.09 -0.10 0.10
-0.05 0.00 -0.16
-0.49 0.15 -0.11
-0.11 -0.10 0.13
-0.09 1.18 0.92

Calculated values
**E_HOMO**: -8.04 eV
**Spin multiplicity**: 1
**Net charge**: 0
**Energy relative to the best compared isomer or geometry (same formula, charge and spin)**: 103.6 kcal/mol

=====

[2]
C5H8 | the ωB97M-V functional and the def2-TZVPD basis

Geometry (Å):
1 C -0.50827 0.94069 -0.84655
2 C 0.80721 0.87833 -0.66166
3 C 1.20773 -0.23929 0.26873
4 C -0.14499 -0.81261 0.76446
5 C -1.25366 -0.11024 -0.06220
6 H -1.01307 1.64968 -1.49786
7 H 1.53418 1.53389 -1.13437
8 H 1.80516 -0.99132 -0.26382
9 H 1.83113 0.11722 1.09818
10 H -0.18501 -1.90049 0.65486
11 H -0.27834 -0.59837 1.82927
12 H -1.78075 -0.80319 -0.73169
13 H -2.02134 0.33571 0.58265

Cartesian forces, eV/Å:
0.15 0.01 0.01
-0.15 0.03 -0.04
0.05 -0.03 0.02
-0.02 -0.06 0.07
-0.06 -0.02 0.01
0.10 -0.08 0.11
-0.12 -0.09 0.05
-0.09 0.10 0.07
-0.09 -0.04 -0.13
0.00 0.17 0.01
0.03 -0.02 -0.15
0.10 0.09 0.09
0.10 -0.06 -0.11

Calculated values
**E_HOMO**: -9.05 eV
**Spin multiplicity**: 1
**Net charge**: 0
**SMILES**: C1=CCCC1
**Energy relative to the best compared isomer or geometry (same formula, charge and spin)**: 0.2 kcal/mol

=====

[3]
C5H8AgBr4O3 | the ωB97M-V functional and the def2-TZVPD basis

Geometry (Å):
1 Ag -8.75841 -14.70298 8.16735
2 C -7.47795 -13.16320 9.24126
3 O -6.75611 -12.28195 9.79352
4 O -7.83938 -14.18693 9.82634
5 O -7.91211 -13.02989 8.12027
6 Br -3.13514 -14.97860 8.60439
7 C -4.99259 -14.58131 8.00910
8 C -5.54398 -15.78407 7.18920
9 Br -7.42656 -15.35941 6.76058
10 H -4.97281 -13.63199 7.47383
11 H -5.65998 -14.39762 8.85109
12 H -5.47167 -16.64504 7.85374
13 H -4.99613 -16.05026 6.28526
14 Br -10.53457 -13.67458 7.89199
15 C -9.99707 -11.70260 7.90468
16 C -11.09341 -10.72576 7.99885
17 Br -12.29362 -10.93133 6.43121
18 H -9.48142 -11.57784 6.95251
19 H -9.30166 -11.64012 8.74170
20 H -10.74622 -9.69756 8.10075
21 H -11.71134 -10.86480 8.88594

Cartesian forces, eV/Å:
-4.24 -9.19 3.85
4.20 5.14 5.03
0.33 0.08 0.10
0.58 -3.41 6.05
2.42 7.45 -6.20
-0.77 0.12 -0.17
-0.49 -0.34 -0.81
0.75 0.59 1.24
6.95 -4.63 -7.88
0.25 -0.26 -0.18
0.60 -0.29 0.41
-0.53 -0.09 -0.10
-0.21 0.47 -0.10
-9.47 5.18 -1.24
0.80 -0.56 -0.26
-1.51 -0.36 0.54
0.19 0.48 0.42
0.21 -0.20 0.37
-0.12 0.19 -0.24
0.25 -0.09 -0.66
-0.20 -0.29 -0.17

Calculated values
**E_HOMO**: -3.15 eV
**Spin multiplicity**: 1
**Net charge**: -1
**Energy relative to the best compared isomer or geometry (same formula, charge and spin)**: 128.7 kcal/mol

=====

[4]
C5H8BF5N2 | the ωB97M-V functional and the def2-TZVPD basis

Geometry (Å):
1 F -2.06629 -1.54876 0.12130
2 C -0.96750 -1.28445 -0.76059
3 C 0.02935 -0.18395 -0.22257
4 C -0.15027 0.16816 1.28094
5 C 0.97679 0.37735 2.19705
6 N 0.36011 0.67557 3.44538
7 C -0.99579 0.66508 3.32753
8 N -1.33300 0.38149 2.02588
9 H -0.38585 -2.24766 -0.84703
10 H -1.41596 -0.98664 -1.75232
11 H 0.04657 0.74732 -0.86963
12 H 1.07464 -0.60790 -0.31534
13 H 2.07032 0.32997 1.98524
14 H 0.80783 0.87781 4.34119
15 H -1.80715 0.84549 4.06522
16 H -2.27908 0.31164 1.64815
17 B 1.20884 0.29682 -3.94089
18 F -0.05024 0.64002 -4.50497
19 F 1.12619 -1.00713 -3.35418
20 F 2.20394 0.30481 -4.94805
21 F 1.54656 1.24494 -2.92229

Cartesian forces, eV/Å:
0.80 0.59 -0.23
0.43 -0.33 -0.72
0.00 0.13 0.41
2.59 0.41 1.20
-3.65 -0.31 -1.13
-1.18 -0.19 -1.00
-0.27 -0.19 -1.51
2.73 0.08 0.85
-0.90 1.02 -0.05
0.69 -0.38 1.12
-0.24 -1.01 0.75
-1.18 0.56 0.07
-1.31 0.08 0.49
-0.05 -0.14 -0.62
1.30 -0.10 -0.35
0.46 -0.14 0.18
0.14 0.10 -0.59
0.46 -0.18 0.46
-0.09 0.47 0.12
-0.49 -0.03 0.62
-0.24 -0.41 -0.07

Calculated values
**E_HOMO**: -10.09 eV
**Spin multiplicity**: 1
**Net charge**: 0

=====

Calculated electronic energy (eV), listed in the same order as above: -5309.6729, -5314.1573, -295620.4813, -22563.0794
Calculated frontier orbital gap (eV), listed in the same order as above: 9.239, 10.308, 5.710, 8.987